(1)
The following is a DFT calculation (the ωB97M-V functional and the def2-TZVPD basis) of a single C6H10 molecule.

CARTESIAN COORDINATES (ANGSTROEM)
C1 1.70743 -0.26225 -0.02916
C2 2.77667 -0.89981 0.73999
C3 0.79873 0.23567 -0.64663
C4 -1.65030 0.02394 -0.63604
C5 -1.81527 0.40046 0.83522
C6 -0.43542 0.71218 -1.28376
H1 -1.51262 -1.05971 -0.73266
H2 3.10877 -1.82270 0.25359
H3 -0.84431 0.39063 1.34213
H4 -2.47091 -0.30222 1.35880
H5 3.64423 -0.24229 0.85158
H6 -2.55660 0.28174 -1.19713
H7 2.42041 -1.15992 1.74284
H8 -0.52035 1.80245 -1.18263
H9 -2.24214 1.40386 0.94303
H10 -0.40832 0.49798 -2.35918

E: -234.5567 Ha
HOMO level: -9.3712 eV
Structure (SMILES): CC#CCCC
Molecular weight: 82.15 g/mol

(2)
The following is a DFT calculation (the ωB97M-V functional and the def2-TZVPD basis) of a single C6H10 molecule at a distorted geometry.

CARTESIAN COORDINATES (ANGSTROEM)
C1 0.74558 -0.76335 -0.86524
C2 -0.69880 0.89246 0.01165
C3 0.29204 0.68713 -1.13646
C4 0.24228 -0.88204 0.57862
C5 0.32715 0.58420 1.09128
C6 -1.25908 -0.57118 0.45993
H1 1.37902 1.12199 0.75986
H2 0.30226 -1.53037 -1.51217
H3 0.63691 -1.70213 1.18891
H4 -0.02942 0.91998 -2.16786
H5 -0.09368 0.71302 2.10013
H6 -1.28375 1.82388 -0.02321
H7 -1.86451 -1.00344 -0.32661
H8 -1.75891 -0.73757 1.43933
H9 1.23180 1.28085 -0.64477
H10 1.83112 -0.83341 -0.95339

E: -234.5205 Ha
HOMO level: -10.1807 eV
Structure (SMILES): C1C[C@H]2C[C@@H]1C2
Molecular weight: 82.15 g/mol

(3)
The following is a DFT calculation (the ωB97M-V functional and the def2-TZVPD basis) of a single C6H10 molecule at a distorted geometry.

CARTESIAN COORDINATES (ANGSTROEM)
C1 -0.61247 -0.01717 0.45690
C2 1.15351 1.38660 -0.52623
C3 0.88913 -0.75127 -1.54409
C4 0.33906 0.33161 -0.50700
C5 -1.62280 -0.97311 0.17914
C6 -0.63705 0.62848 1.81827
H1 -1.64999 1.07201 2.08605
H2 1.03119 2.18754 0.18887
H3 2.00378 1.34494 -1.16819
H4 0.94669 -1.71866 -1.00438
H5 -2.25850 -1.49137 0.80691
H6 1.82288 -0.42566 -1.91079
H7 0.39831 1.02759 1.93984
H8 0.26013 -0.85691 -2.41586
H9 -0.47919 -0.39617 2.45029
H10 -1.58468 -1.34843 -0.84971

E: -234.5150 Ha
HOMO level: -8.3768 eV
Structure (SMILES): C=C(C)C(=C)C
Molecular weight: 82.15 g/mol

(4)
The following is a DFT calculation (the ωB97M-V functional and the def2-TZVPD basis) of a 2-piece molecular cluster, C6H10 overall.

CARTESIAN COORDINATES (ANGSTROEM)
C1 2.76409 0.34843 -0.12269
C2 -1.96105 0.60374 1.29952
C3 1.52908 0.07534 0.21844
C4 0.27736 -0.23024 0.26933
C5 -1.06175 -0.51099 0.81506
C6 -0.80421 -0.61229 -0.67258
H1 -1.16694 -1.46401 1.33192
H2 -3.00725 0.36569 1.07568
H3 3.05773 1.35727 -0.40178
H4 -1.20827 0.17705 -1.30470
H5 3.50903 -0.43771 -0.21906
H6 -1.70971 1.53683 0.78544
H7 -0.75269 -1.59215 -1.14004
H8 1.57135 -0.15047 -2.23735
H9 0.86408 -0.29337 -2.41142
H10 -1.86696 0.76948 2.37611

E: -234.4657 Ha
HOMO level: -9.1133 eV
Structure (SMILES): C=C=C1C[C@@H]1C.[H][H]
Molecular weight: 82.15 g/mol

In order of appearance, energy relative to the best compared isomer or geometry (same formula, charge and spin) = 120.3 215.4 229.9 359.3 kJ/mol.
In order of appearance, LUMO energy = 1.09 1.14 0.61 1.16 eV.
In order of appearance, HOMO-LUMO gap = 10.5 11.3 9.0 10.3 eV.